1.
The following is a DFT calculation (ωB97M-V/def2-TZVPD) of the ion C5H16N3Si with charge +1 in a non-equilibrium geometry.

Properties
Largest force on an atom   0.092 hartree/bohr
Structure (SMILES)   CNC[SiH2]/C(NC)=[NH+]\C
HOMO   -0.422 Eh
Gap between HOMO and LUMO   0.3026 Ha
Charge   +1

XYZ file:
```
25
Properties=species:S:1:pos:R:3:nbo_charge:R:1
C 1.53316 -1.50474 -3.52733 -0.422
N 0.91785 -0.23947 -3.42623 -0.602
C 1.09051 0.60335 -2.39820 -0.387
Si -0.38688 0.23744 -0.88682 0.755
C -0.75842 0.47577 1.36102 0.313
N -1.93620 1.04610 1.65788 -0.572
C -2.45201 1.12159 3.07541 -0.426
N 0.16369 0.28337 2.30686 -0.558
C 1.32045 -0.56942 2.25626 -0.400
H 1.07049 -2.38196 -2.96579 0.189
H 2.46780 -1.48090 -3.04207 0.203
H 1.68012 -1.87952 -4.60962 0.231
H 0.08968 -0.05864 -4.05739 0.401
H 2.18511 0.58228 -1.99873 0.237
H 0.76113 1.57713 -2.69773 0.221
H -0.26209 -1.30670 -0.96126 -0.151
H -1.81659 0.78696 -0.98932 -0.168
H -2.58689 1.23422 0.87673 0.435
H -2.00567 0.34832 3.64327 0.201
H -2.06986 1.96834 3.50171 0.211
H -3.54338 1.27732 3.03209 0.249
H -0.23886 0.49007 3.18138 0.387
H 2.13956 -0.21249 2.69476 0.221
H 1.01514 -1.55666 2.68182 0.213
H 1.62213 -0.84176 1.29132 0.221
```

***

2.
The following is a DFT calculation (ωB97M-V/def2-TZVPD) of a cluster of 2 separate species, C5H15NO2 in total in a non-equilibrium geometry.

Properties
Relative energy (zero: lowest compared OMol25 entry of this formula, charge and spin)   1.6788 eV
Largest force on an atom   0.052 hartree/bohr
Structure (SMILES)   CC(C)CNCO.O
HOMO   -0.334 Eh
Gap between HOMO and LUMO   0.3631 Ha
Charge   0

XYZ file:
```
23
Properties=species:S:1:pos:R:3:nbo_charge:R:1
C -3.23063 -0.32069 -0.01293 -0.600
C -1.78417 0.15188 0.21486 -0.245
C -1.93318 1.59742 0.73174 -0.619
C -1.05558 -0.06255 -1.11191 -0.222
N 0.37003 0.27540 -1.03580 -0.649
C 1.29507 -0.71201 -0.52857 0.086
O 2.10842 -1.07874 -1.61175 -0.738
H -3.80591 -0.03879 0.86929 0.207
H -3.37792 -1.39479 -0.13360 0.208
H -3.62107 0.21189 -0.90344 0.202
H -1.35892 -0.40640 1.05102 0.204
H -1.84556 1.68920 1.82074 0.216
H -2.87438 2.03404 0.43264 0.210
H -1.11863 2.29953 0.42467 0.200
H -1.04374 -1.16613 -1.19857 0.190
H -1.42936 0.34818 -2.05212 0.208
H 0.44860 1.12919 -0.49788 0.360
H 0.82551 -1.57454 0.06005 0.134
H 2.04314 -0.37311 0.19888 0.174
H 1.66328 -1.27428 -2.44425 0.474
O 6.58742 -0.11083 2.13838 -0.932
H 7.06662 -0.94015 2.24060 0.465
H 6.07094 -0.28371 1.34796 0.467
```

***

The lowest gap between HOMO and LUMO belongs to which entry?
C5H16N3Si

***

The highest HOMO belongs to which entry?
C5H15NO2

***

Among the records above, which one has the lowest gap between HOMO and LUMO?
C5H16N3Si